# 1
# C9H19INO2

A gas-phase ion, C9H19INO2 (charge +1) in a non-equilibrium geometry (ωB97M-V with the def2-TZVPD basis set, the OMol25 dataset).

The value obtained for the strongest force on any atom is 5.91 eV/Å. Its total charge is +1. Its SMILES is CC[C@H](C)[C@H]1[NH2+]C[C@@H](I)[C@H]1COO. The spin multiplicity is 1. The frontier orbital gap is 0.3481 hartree.

Last columns: bonded neighbours and bond lengths (Å).
Geometry (Å):
1 C -3.12 1.07 1.34  C2 1.641, H14 1.171, H15 1.176, H16 1.193
2 C -1.61 0.48 1.08  C1 1.641, C3 1.650, H17 1.193, H18 1.175
3 C -1.31 0.03 -0.48  C2 1.650, C4 1.673, C5 1.639, H19 1.194
4 C -1.92 -1.48 -0.84  C3 1.673, H20 1.193, H21 1.173, H22 1.170
5 C 0.24 0.23 -0.96  C3 1.639, N6 1.544, C10 1.638, H23 1.194
6 N 0.75 1.66 -1.26  C5 1.544, C7 1.542, H24 1.044, H25 1.054
7 C 2.27 1.57 -1.01  N6 1.542, C8 1.661, H26 1.170, H27 1.190
8 C 2.70 -0.02 -1.21  C7 1.661, I9 2.187, C10 1.673, H28 1.185
9 I 4.75 -0.65 -0.76  C8 2.187
10 C 1.44 -0.68 -0.32  C5 1.638, C8 1.673, C11 1.637, H29 1.192
11 C 1.64 -0.77 1.30  C10 1.637, O12 1.501, H30 1.170, H31 1.194
12 O 1.46 -2.18 1.78  C11 1.501, O13 1.303
13 O 0.20 -2.51 1.75  O12 1.303, H32 1.008
14 H -3.46 1.83 0.52  C1 1.171
15 H -3.88 0.19 1.52  C1 1.176
16 H -3.09 1.67 2.37  C1 1.193
17 H -0.85 1.36 1.38  C2 1.193
18 H -1.37 -0.42 1.78  C2 1.175
19 H -1.96 0.77 -1.15  C3 1.194
20 H -1.91 -1.53 -2.03  C4 1.193
21 H -3.04 -1.61 -0.51  C4 1.173
22 H -1.20 -2.32 -0.45  C4 1.170
23 H 0.20 -0.20 -2.08  C5 1.194
24 H 0.20 2.35 -0.71  N6 1.044
25 H 0.55 1.75 -2.29  N6 1.054
26 H 2.47 2.07 0.02  C7 1.170
27 H 2.70 2.21 -1.92  C7 1.190
28 H 2.43 -0.32 -2.32  C8 1.185
29 H 1.26 -1.81 -0.64  C10 1.192
30 H 0.99 -0.03 1.94  C11 1.170
31 H 2.78 -0.51 1.58  C11 1.194
32 H -0.29 -2.21 2.57  O13 1.008

---

# 2
# C9H19N2

A gas-phase ion, C9H19N2 (charge +1) (ωB97M-V with the def2-TZVPD basis set, the OMol25 dataset).

The value obtained for the strongest force on any atom is 0.88 eV/Å. Its total charge is +1. Its SMILES is CC/C(C)=[NH+]/CC[C@]1(C)CN1. The spin multiplicity is 1. The frontier orbital gap is 0.3523 hartree.

Last columns: bonded neighbours and bond lengths (Å).
Geometry (Å):
1 C -3.76 -0.32 -0.34  C2 1.538, H12 1.085, H13 1.088, H14 1.087
2 C -2.33 -0.89 -0.42  C1 1.538, C3 1.481, H15 1.090, H16 1.091
3 C -1.36 0.09 0.11  C2 1.481, C4 1.477, N5 1.289
4 C -1.32 0.33 1.56  C3 1.477, H17 1.090, H18 1.089, H19 1.086
5 N -0.68 0.81 -0.73  C3 1.289, C6 1.444, H20 1.018
6 C 0.43 1.69 -0.45  N5 1.444, C7 1.534, H21 1.088, H22 1.093
7 C 1.71 1.02 -0.95  C6 1.534, C8 1.527, H23 1.091, H24 1.090
8 C 2.08 -0.21 -0.14  C7 1.527, C9 1.512, C10 1.480, N11 1.461
9 C 3.01 0.07 1.03  C8 1.512, H25 1.087, H26 1.088, H27 1.089
10 C 2.14 -1.52 -0.83  C8 1.480, N11 1.456, H28 1.082, H29 1.081
11 N 1.01 -1.19 0.03  C8 1.461, C10 1.456, H30 1.016
12 H -4.45 -1.04 -0.75  C1 1.085
13 H -3.84 0.60 -0.91  C1 1.088
14 H -4.05 -0.12 0.69  C1 1.087
15 H -2.11 -1.15 -1.46  C2 1.090
16 H -2.28 -1.80 0.18  C2 1.091
17 H -1.36 1.39 1.80  C4 1.090
18 H -0.39 -0.06 1.98  C4 1.089
19 H -2.14 -0.18 2.06  C4 1.086
20 H -0.77 0.58 -1.72  N5 1.018
21 H 0.50 1.89 0.62  C6 1.088
22 H 0.27 2.63 -0.98  C6 1.093
23 H 1.58 0.75 -2.00  C7 1.091
24 H 2.53 1.74 -0.89  C7 1.090
25 H 3.94 0.51 0.67  C9 1.087
26 H 3.26 -0.85 1.56  C9 1.088
27 H 2.55 0.76 1.73  C9 1.089
28 H 1.92 -1.58 -1.88  C10 1.082
29 H 2.85 -2.27 -0.49  C10 1.081
30 H 1.06 -1.68 0.92  N11 1.016

---

# 3
# C9H19N2O3

2 unconnected molecules or ions with the total composition C9H19N2O3 in a non-equilibrium geometry (ωB97M-V with the def2-TZVPD basis set, the OMol25 dataset).

The value obtained for the strongest force on any atom is 3.59 eV/Å. Its total charge is +1. The spin multiplicity is 1. The frontier orbital gap is 0.3129 hartree.

Last columns: bonded neighbours and bond lengths (Å).
Geometry (Å):
1 C -0.01 -1.25 -1.71  C3 1.442, C8 1.357, O12 1.356
2 C -1.85 -0.15 0.63  N10 1.338, O13 1.287, O14 1.259
3 C 0.54 -2.18 -2.66  C1 1.442, H15 1.123, H16 1.091, H17 1.129
4 C 2.03 1.76 -0.33  C9 1.496, H18 1.171, H19 1.174, H20 1.094
5 C 2.62 1.28 2.16  C9 1.515, H21 1.099, H22 1.153, H23 1.079
6 C 0.57 2.49 1.53  C9 1.342, H25 1.097, H26 1.094
7 C -4.10 -0.62 -0.07  O14 1.442, H27 1.122, H28 1.119, H29 1.065
8 C -0.04 -1.43 -0.36  C1 1.357, N10 1.429, N11 1.378
9 C 1.70 1.88 1.13  C4 1.496, C5 1.515, C6 1.342
10 N -0.54 -0.35 0.43  C2 1.338, C8 1.429, H24 1.022
11 N 0.55 -2.52 0.23  C8 1.378, H32 0.974, H33 0.968
12 O -0.35 -0.03 -2.20  C1 1.356, H30 0.932
13 O -2.33 0.79 1.38  C2 1.287, H31 0.954
14 O -2.68 -0.85 -0.01  C2 1.259, C7 1.442
15 H 0.60 -3.25 -2.31  C3 1.123
16 H 1.53 -1.88 -2.98  C3 1.091
17 H 0.03 -2.33 -3.65  C3 1.129
18 H 2.62 0.80 -0.64  C4 1.171
19 H 0.94 1.77 -0.78  C4 1.174
20 H 2.56 2.68 -0.59  C4 1.094
21 H 2.60 0.19 2.18  C5 1.099
22 H 3.75 1.44 2.00  C5 1.153
23 H 2.52 1.81 3.10  C5 1.079
24 H 0.06 0.33 0.89  N10 1.022
25 H 0.40 2.92 2.52  C6 1.097
26 H 0.13 2.98 0.65  C6 1.094
27 H -4.41 0.38 0.31  C7 1.122
28 H -4.48 -1.39 0.65  C7 1.119
29 H -4.37 -0.89 -1.07  C7 1.065
30 H -0.33 0.12 -3.12  O12 0.932
31 H -1.73 1.39 1.82  O13 0.954
32 H 0.17 -2.88 1.05  N11 0.974
33 H 1.29 -3.02 -0.17  N11 0.968

---

# 4
# C9H19N2OS

A gas-phase ion, C9H19N2OS (charge +1) in a non-equilibrium geometry (ωB97M-V with the def2-TZVPD basis set, the OMol25 dataset).

The value obtained for the strongest force on any atom is 5.51 eV/Å. Its total charge is +1. The spin multiplicity is 1. The frontier orbital gap is 0.3214 hartree.

Last columns: bonded neighbours and bond lengths (Å).
Geometry (Å):
1 C 1.25 -0.70 0.67  C2 1.316, C3 1.533, C5 1.568
2 C 0.30 -0.91 -0.21  C1 1.316, C6 1.477, N11 1.409
3 C 1.91 0.48 1.40  C1 1.533, S13 1.916, H14 1.041, H15 1.136
4 C 1.07 1.88 -1.01  N10 1.298, S13 1.717, H16 1.064
5 C 2.05 -2.01 1.01  C1 1.568, H17 1.122, H18 1.076, H19 1.068
6 C -0.17 -2.17 -0.83  C2 1.477, H20 1.053, H21 1.116, H22 1.127
7 C -2.82 0.35 -0.64  C9 1.496, H23 1.138, H24 1.083, H25 1.227
8 C -1.38 0.58 1.51  C9 1.540, H26 1.130, H27 1.156, H28 1.105
9 C -1.55 0.81 -0.01  C7 1.496, C8 1.540, N11 1.508, O12 1.455
10 N 1.83 1.19 -1.80  C4 1.298, H29 0.975, H30 1.003
11 N -0.37 0.21 -0.73  C2 1.409, C9 1.508, H31 1.076
12 O -1.47 2.23 -0.31  C9 1.455, H32 0.956
13 S 1.23 2.12 0.69  C3 1.916, C4 1.717
14 H 1.77 0.31 2.42  C3 1.041
15 H 3.00 0.46 1.07  C3 1.136
16 H 0.19 2.35 -1.37  C4 1.064
17 H 2.71 -2.18 0.12  C5 1.122
18 H 1.31 -2.79 1.08  C5 1.076
19 H 2.50 -1.92 1.97  C5 1.068
20 H 0.62 -2.84 -1.02  C6 1.053
21 H -0.78 -2.00 -1.74  C6 1.116
22 H -0.94 -2.77 -0.27  C6 1.127
23 H -3.23 -0.52 -0.04  C7 1.138
24 H -2.77 0.07 -1.69  C7 1.083
25 H -3.65 1.26 -0.60  C7 1.227
26 H -0.51 1.11 1.98  C8 1.130
27 H -2.25 1.18 1.98  C8 1.156
28 H -1.56 -0.46 1.86  C8 1.105
29 H 1.89 1.56 -2.70  N10 0.975
30 H 2.52 0.54 -1.47  N10 1.003
31 H -0.75 -0.07 -1.70  N11 1.076
32 H -1.95 2.66 0.39  O12 0.956

---

# 5
# C9H19N3

A gas-phase ion, C9H19N3 (charge +2) in a non-equilibrium geometry (ωB97M-V with the def2-TZVPD basis set, the OMol25 dataset).

The value obtained for the strongest force on any atom is 10.34 eV/Å. Its total charge is +2. Its SMILES is C=N/C(C)=[NH+]\C(=C/[NH+](C)C)CC. The spin multiplicity is 1. The frontier orbital gap (alpha / beta) is 0.3086 / 0.3086 hartree.

Last columns: bonded neighbours and bond lengths (Å).
Geometry (Å):
1 C 4.09 0.03 -0.60  N2 1.239, H13 1.139, H14 1.127
2 N 3.01 -0.47 -0.24  C1 1.239, C3 1.261
3 C 2.06 -1.18 0.17  N2 1.261, C4 1.459, N5 1.345
4 C 2.39 -2.53 0.61  C3 1.459, H15 1.079, H16 1.091, H17 1.096
5 N 0.74 -0.91 0.23  C3 1.345, C6 1.430, H18 1.019
6 C 0.16 0.38 -0.02  N5 1.430, C7 1.602, C11 1.467
7 C -1.38 0.46 -0.43  C6 1.602, N8 1.372, H19 1.087
8 N -2.36 -0.49 -0.28  C7 1.372, C9 1.529, C10 1.520, H20 1.025
9 C -2.91 -0.19 1.11  N8 1.529, H21 1.100, H22 1.077, H23 1.136
10 C -3.52 -0.50 -1.27  N8 1.520, H24 1.143, H25 1.162, H26 1.125
11 C 0.96 1.61 -0.03  C6 1.467, C12 1.536, H27 1.166, H28 1.076
12 C 0.20 2.92 0.24  C11 1.536, H29 1.057, H30 1.082, H31 1.063
13 H 4.63 -0.15 -1.58  C1 1.139
14 H 4.61 0.75 0.09  C1 1.127
15 H 3.38 -2.81 0.29  C4 1.079
16 H 1.76 -3.33 0.23  C4 1.091
17 H 2.64 -2.66 1.67  C4 1.096
18 H 0.12 -1.58 0.67  N5 1.019
19 H -1.54 1.45 -0.85  C7 1.087
20 H -1.95 -1.43 -0.26  N8 1.025
21 H -3.85 -0.75 1.26  C9 1.100
22 H -2.19 -0.49 1.85  C9 1.077
23 H -3.00 0.94 1.15  C9 1.136
24 H -3.79 0.61 -1.30  C10 1.143
25 H -3.13 -1.01 -2.24  C10 1.162
26 H -4.26 -1.29 -0.98  C10 1.125
27 H 1.30 1.79 -1.13  C11 1.166
28 H 1.72 1.33 0.67  C11 1.076
29 H -0.56 2.99 -0.49  C12 1.057
30 H -0.23 2.78 1.22  C12 1.082
31 H 0.88 3.73 0.26  C12 1.063

---

# 6
# C9H19N3O4

A single C9H19N3O4 molecule in a non-equilibrium geometry (ωB97M-V with the def2-TZVPD basis set, the OMol25 dataset).

The value obtained for the strongest force on any atom is 7.27 eV/Å. Its SMILES is NCCCC[C@H](N)C(=O)N[C@@H](CO)C(=O)O. The spin multiplicity is 1. The frontier orbital gap is 0.3615 hartree.

Last columns: bonded neighbours and bond lengths (Å).
Geometry (Å):
1 N -1.22 4.11 0.46  C2 1.425, H17 1.003, H18 0.992
2 C -2.65 4.19 0.46  N1 1.425, C3 1.648, H19 1.007, H20 1.267
3 C -2.98 2.58 0.59  C2 1.648, C4 1.497, H21 1.064, H22 1.152
4 C -2.16 1.78 -0.38  C3 1.497, C5 1.543, H23 1.059, H24 1.110
5 C -1.07 0.85 0.19  C4 1.543, C6 1.586, H25 1.214, H26 1.106
6 C -0.30 -0.02 -0.90  C5 1.586, N7 1.465, C8 1.521, H27 1.156
7 N -1.03 -1.16 -1.44  C6 1.465, H28 0.920, H29 1.138
8 C 0.94 -0.63 -0.28  C6 1.521, O9 1.157, N10 1.364
9 O 1.60 0.12 0.29  C8 1.157
10 N 1.27 -1.91 -0.63  C8 1.364, C11 1.495, H30 1.193
11 C 2.67 -2.23 -0.20  N10 1.495, C12 1.518, C14 1.412, H31 1.184
12 C 2.96 -2.26 1.29  C11 1.518, O13 1.513, H32 1.176, H33 1.177
13 O 2.21 -3.41 1.93  C12 1.513, H34 1.137
14 C 2.72 -3.58 -0.63  C11 1.412, O15 1.264, O16 1.333
15 O 1.67 -4.17 -1.00  C14 1.264
16 O 3.89 -4.21 -0.67  C14 1.333, H35 1.072
17 H -1.09 3.84 1.42  N1 1.003
18 H -0.74 4.98 0.46  N1 0.992
19 H -3.12 4.79 1.11  C2 1.007
20 H -3.31 4.52 -0.56  C2 1.267
21 H -2.59 2.27 1.53  C3 1.064
22 H -4.04 2.28 0.26  C3 1.152
23 H -1.85 2.45 -1.14  C4 1.059
24 H -2.78 0.96 -0.79  C4 1.110
25 H -1.41 0.51 1.30  C5 1.214
26 H -0.46 1.66 0.63  C5 1.106
27 H 0.10 0.46 -1.87  C6 1.156
28 H -1.74 -0.87 -1.96  N7 0.920
29 H -1.51 -1.97 -0.80  N7 1.138
30 H 0.93 -2.51 -1.60  N10 1.193
31 H 3.37 -1.36 -0.58  C11 1.184
32 H 2.47 -1.21 1.50  C12 1.176
33 H 4.12 -2.39 1.47  C12 1.177
34 H 1.30 -3.17 1.30  O13 1.137
35 H 3.81 -5.27 -0.77  O16 1.072

---

# 7
# C9H19N5O4

2 unconnected molecules or ions with the total composition C9H19N5O4 in a non-equilibrium geometry (ωB97M-V with the def2-TZVPD basis set, the OMol25 dataset).

The value obtained for the strongest force on any atom is 7.23 eV/Å. The spin multiplicity is 1. The frontier orbital gap is 0.3002 hartree.

Last columns: bonded neighbours and bond lengths (Å).
Geometry (Å):
1 C -0.03 -0.18 0.57  C2 1.481, C3 1.543, H12 1.137, N29 1.533
2 C -0.03 1.19 0.02  C1 1.481, N33 1.348, O34 1.216
3 C -1.34 -0.64 1.24  C1 1.543, C4 1.491, H13 1.197, H14 1.227
4 C -2.29 -1.28 0.28  C3 1.491, C5 1.625, H15 1.133, H16 1.234
5 C -1.60 -2.38 -0.69  C4 1.625, H17 1.198, H18 1.062, N30 1.571
6 C -0.14 -3.64 0.74  N30 1.370, N31 1.327, N32 1.437
7 C 1.30 3.18 -0.46  C8 1.525, C9 1.609, H24 1.066, N33 1.446
8 C -0.05 3.88 -0.42  C7 1.525, O35 1.278, O37 1.264
9 C 2.12 3.09 -1.85  C7 1.609, H25 1.143, H26 1.067, O36 1.433
10 H 0.64 0.31 2.31  N29 1.055
11 H 1.07 -1.24 1.87  N29 0.965
12 H 0.16 -0.92 -0.27  C1 1.137
13 H -1.00 -1.59 1.89  C3 1.197
14 H -2.00 0.05 2.01  C3 1.227
15 H -2.82 -0.57 -0.44  C4 1.133
16 H -3.16 -1.76 1.00  C4 1.234
17 H -2.25 -2.66 -1.66  C5 1.198
18 H -0.70 -2.13 -1.21  C5 1.062
19 H -2.05 -3.26 0.99  N30 1.134
20 H -0.58 -3.45 2.75  N31 1.024
21 H 1.92 -3.33 0.42  N32 1.105
22 H 1.17 -4.18 -1.03  N32 1.097
23 H 1.87 1.52 0.76  N33 1.029
24 H 1.91 3.79 0.17  C7 1.066
25 H 3.25 3.02 -1.70  C9 1.143
26 H 2.03 4.07 -2.25  C9 1.067
27 H 2.37 1.40 -3.46  no bonds
28 H -1.16 4.96 -1.30  O37 0.954
29 N 1.11 -0.31 1.60  C1 1.533, H10 1.055, H11 0.965
30 N -1.39 -3.67 0.17  C5 1.571, C6 1.370, H19 1.134
31 N 0.11 -3.70 2.05  C6 1.327, H20 1.024
32 N 0.99 -3.57 -0.14  C6 1.437, H21 1.105, H22 1.097
33 N 1.11 1.89 0.17  C2 1.348, C7 1.446, H23 1.029
34 O -0.89 1.53 -0.77  C2 1.216
35 O -0.68 3.70 0.68  C8 1.278
36 O 1.31 2.22 -2.66  C9 1.433
37 O -0.26 4.66 -1.38  C8 1.264, H28 0.954

---

In the order shown, the computed DFT total energy values come out to -23313.0611; -12614.6852; -18755.3867; -25494.8790; -14090.9482; -22295.3078; -25275.1555 eV.